# 1
The following is a DFT calculation (the ωB97M-V functional and the def2-TZVPD basis) of a structure of composition C30H42BrClHgN2P2 at a distorted geometry.

Each line ends with the Mulliken charge.
Geometry (Å):
Hg (-0.646, 0.138, -3.252)  0.32
Br (-3.360, 0.474, 3.372)  -0.01
Cl (2.665, 3.840, 5.817)  -0.19
P (1.997, -1.704, 0.575)  0.74
P (-1.912, -1.921, -1.667)  0.09
N (-0.616, 5.860, -5.165)  -0.51
N (1.267, 0.650, 4.010)  -0.29
C (-0.890, 2.172, -3.114)  -0.14
C (2.040, 1.696, 4.327)  -0.48
C (-2.339, -2.161, 0.127)  0.51
C (-0.735, 3.370, -3.866)  0.69
C (3.389, -4.062, 1.431)  -1.33
C (-0.823, 3.449, -5.268)  -0.39
C (1.674, 2.507, 5.419)  0.20
C (2.738, -0.271, 1.467)  0.39
C (3.547, -0.782, -1.618)  -1.29
C (2.243, -3.095, 1.750)  -0.66
C (-3.512, -0.769, -3.542)  -1.58
C (-1.282, 1.548, 1.775)  0.37
C (-0.088, -3.965, -1.628)  -1.25
C (-0.574, 4.553, -3.137)  -0.36
C (-2.677, 1.438, 1.992)  0.15
C (-3.523, 1.937, 0.972)  -0.55
C (-3.243, -0.605, -2.030)  1.12
C (4.174, -0.494, 1.905)  -1.37
C (-0.248, 1.130, 5.818)  -0.63
C (-0.146, -2.397, -1.571)  0.00
C (-2.956, 2.302, -0.250)  -0.19
C (-3.628, -3.012, 0.348)  -1.19
C (3.227, -2.018, -0.763)  -0.58
C (-1.100, 1.870, -1.862)  -0.19
C (-0.727, 2.004, 0.595)  -0.65
C (0.516, 2.242, 6.168)  -0.33
C (-0.800, 4.724, -5.894)  -0.36
C (-1.564, 2.150, -0.567)  0.50
C (0.182, 0.357, 4.724)  -0.42
C (-0.529, 5.793, -3.810)  -0.35
H (3.878, -1.147, -2.611)  0.38
H (-2.572, 0.246, -1.660)  -1.19
H (4.151, -2.394, -0.288)  0.45
H (-4.599, 2.007, 1.146)  0.45
H (3.226, -4.589, 0.490)  0.30
H (-0.707, -4.468, -0.871)  0.33
H (-0.395, 6.699, -3.217)  0.38
H (1.270, -3.636, 1.758)  0.43
H (4.356, -3.560, 1.371)  0.31
H (2.668, -0.124, -1.748)  0.14
H (3.456, -4.809, 2.222)  0.42
H (-0.953, 2.525, -5.876)  0.37
H (4.367, -0.189, -1.178)  0.30
H (-3.414, -4.089, 0.174)  0.32
H (0.929, -4.369, -1.532)  0.34
H (0.205, -1.990, -0.573)  -0.60
H (-0.529, 4.460, -2.033)  0.33
H (-1.148, 0.842, 6.354)  0.43
H (4.272, -1.398, 2.528)  0.26
H (2.335, -2.656, 2.769)  0.40
H (0.358, 2.048, 0.442)  0.52
H (-0.450, -4.365, -2.594)  0.44
H (-4.262, -0.570, -1.522)  0.64
H (2.664, 0.597, 0.800)  0.31
H (-4.469, -2.670, -0.289)  0.32
H (4.871, -0.569, 1.055)  0.31
H (-2.742, -1.293, -4.125)  0.36
H (-3.639, 2.574, -1.076)  0.49
H (2.925, 1.911, 3.743)  0.41
H (-2.454, -1.120, 0.499)  -0.38
H (2.811, -2.834, -1.387)  0.46
H (-0.386, -0.516, 4.414)  0.59
H (2.097, -0.080, 2.336)  -0.04
H (-3.949, -2.904, 1.403)  0.38
H (-4.349, -1.443, -3.743)  0.42
H (-3.722, 0.170, -4.049)  0.40
H (-0.905, 4.835, -6.982)  0.38
H (-1.484, -2.661, 0.637)  0.19
H (4.506, 0.364, 2.507)  0.38
H (0.366, -1.886, -2.410)  0.65
H (-0.580, 1.210, 2.548)  -0.04
H (0.251, 2.894, 6.981)  0.47

## Properties
LUMO energy (alpha / beta) = -8.40 / -8.36 eV
Relative energy (zero: lowest compared OMol25 entry of this formula, charge and spin) = 7.9 kcal per mole
Total charge = +2
HOMO-LUMO gap (alpha / beta) = 4.7429 / 4.7245 eV
Multiplicity = 1
Strongest force on any atom = 0.1050 hartree/bohr


# 2
The following is a DFT calculation (the ωB97M-V functional and the def2-TZVPD basis) of a structure of composition C30H42BrClN2P2Ti at a distorted geometry.

Each line ends with the Mulliken charge.
Geometry (Å):
Br (-2.747, -2.109, -0.209)  -0.20
Ti (2.200, -1.033, 0.139)  -0.26
Cl (2.512, -5.534, -2.000)  -0.16
P (0.227, 0.182, 2.488)  0.53
P (-2.976, 0.924, -0.973)  1.45
N (7.211, 1.211, -4.223)  -0.52
N (1.007, -2.894, 0.456)  0.28
C (-4.861, 1.877, -2.700)  -1.31
C (-1.262, 2.073, 4.095)  -1.57
C (2.716, -0.690, -1.766)  0.30
C (6.833, 1.661, -3.023)  -0.37
C (-0.862, -1.083, 3.219)  1.16
C (-0.189, -4.991, 0.846)  -1.22
C (-3.769, 0.824, -2.583)  -0.44
C (-1.516, 3.262, -1.737)  -1.49
C (1.274, -0.485, -1.631)  0.16
C (0.002, -3.622, 1.016)  -0.16
C (-0.482, 0.219, -0.097)  1.83
C (2.039, 0.188, 2.350)  -0.11
C (-0.520, -1.770, 4.542)  -1.46
C (3.938, -0.393, -1.992)  0.29
C (0.644, -5.680, -0.035)  -0.28
C (-1.546, -0.200, -0.976)  -0.23
C (-2.364, 2.615, -0.664)  -0.27
C (-1.037, -0.855, -2.199)  -0.81
C (5.765, 1.133, -2.303)  -0.51
C (5.387, -0.381, -4.128)  -0.37
C (0.773, 0.486, -0.667)  -1.53
C (-4.083, 0.679, 0.448)  -0.07
C (-4.954, 1.874, 0.869)  -1.44
C (0.290, -1.213, -2.361)  -1.06
C (6.482, 0.228, -4.757)  -0.33
C (-0.822, 1.659, 2.692)  0.13
C (2.658, 1.284, 3.290)  -1.32
C (1.861, -3.576, -0.346)  -0.72
C (1.619, -4.917, -0.674)  -0.06
C (4.993, 0.076, -2.828)  0.08
H (-1.771, -1.264, -2.872)  0.50
H (7.418, 2.480, -2.608)  0.37
H (-4.693, -0.208, 0.234)  0.62
H (3.734, 1.452, 3.077)  0.41
H (5.539, 1.562, -1.327)  0.34
H (-0.396, 2.396, 4.685)  0.35
H (-4.380, 2.581, 1.486)  0.31
H (2.497, -0.798, 2.622)  0.52
H (-5.779, 1.512, 1.498)  0.43
H (-0.758, -3.110, 1.595)  0.70
H (0.555, -1.940, 4.661)  0.32
H (-4.445, 2.875, -2.509)  0.37
H (-0.979, 4.099, -1.276)  0.43
H (1.137, 1.541, -0.651)  0.53
H (-3.002, 0.976, -3.362)  0.48
H (2.339, 0.511, 1.249)  0.24
H (2.725, -3.030, -0.764)  0.98
H (-4.159, -0.199, -2.702)  0.47
H (-1.917, -0.775, 3.169)  0.39
H (0.645, -2.038, -2.991)  0.54
H (-0.351, 2.484, 2.140)  0.70
H (-1.018, -5.468, 1.370)  0.47
H (-0.772, 2.586, -2.175)  0.27
H (-5.246, 1.872, -3.720)  0.43
H (0.512, -6.741, -0.255)  0.47
H (-0.739, -1.790, 2.400)  -1.24
H (6.804, -0.091, -5.752)  0.38
H (2.571, 0.976, 4.347)  0.36
H (-0.865, -1.205, 5.416)  0.36
H (-1.705, 1.335, 2.112)  -0.60
H (-5.395, 2.416, 0.019)  0.30
H (-1.777, 2.527, 0.265)  0.01
H (-3.268, 3.226, -0.464)  0.70
H (-2.132, 3.684, -2.540)  0.35
H (2.132, 2.239, 3.128)  0.37
H (-1.014, -2.750, 4.613)  0.43
H (-3.417, 0.406, 1.284)  -0.10
H (-5.698, 1.691, -2.018)  0.32
H (-0.500, -0.036, 1.060)  -0.37
H (4.883, -1.182, -4.668)  0.40
H (-1.968, 2.914, 4.034)  0.48
H (-1.789, 1.253, 4.610)  0.26

## Properties
LUMO energy (alpha / beta) = -6.23 / -6.92 eV
Expectation value of S² = 2.1495
Total charge = +2
HOMO-LUMO gap (alpha / beta) = 6.1162 / 5.3488 eV
Multiplicity = 3
Strongest force on any atom = 0.0742 hartree/bohr


# 3
The following is a DFT calculation (the ωB97M-V functional and the def2-TZVPD basis) of an isolated molecule of C30H42FN7O4 at a distorted geometry.

Each line ends with the Mulliken charge.
Geometry (Å):
F (-0.116, -6.816, -2.545)  -0.35
O (-4.884, -1.345, 6.266)  -0.43
O (2.012, -1.700, -1.028)  -0.77
O (0.214, 0.163, -4.540)  -0.68
O (-4.591, 1.006, 7.291)  -0.43
N (-1.375, -1.756, 2.480)  -0.73
N (0.217, -0.686, 1.653)  1.22
N (0.069, -0.576, -1.296)  0.53
N (1.276, 2.588, -0.386)  1.12
N (-0.230, 0.122, 2.591)  -0.81
N (-0.460, -1.804, 1.581)  -0.36
N (1.964, -0.991, -3.656)  0.46
C (-2.088, -0.123, 4.194)  -0.23
C (-3.899, -0.587, 5.716)  0.90
C (4.285, -1.341, -4.150)  -1.85
C (1.322, -0.353, 0.806)  -1.64
C (-0.830, 0.496, -0.917)  -0.61
C (0.790, 2.295, -1.727)  -0.94
C (-0.132, -5.465, -2.549)  0.27
C (3.024, -0.599, -4.585)  1.42
C (2.630, -1.005, -6.007)  -1.77
C (-1.242, -0.569, 3.113)  0.45
C (-1.932, 1.139, 4.745)  -1.34
C (-0.415, -4.790, -1.378)  -0.75
C (-0.431, -3.407, -1.388)  -0.68
C (0.122, -4.794, -3.731)  -0.88
C (3.241, 0.916, -4.509)  -1.56
C (0.623, 3.731, 0.249)  -0.94
C (-2.756, 1.546, 5.782)  -0.48
C (-4.487, 2.267, 7.903)  -0.93
C (-5.088, -2.640, 5.755)  -0.92
C (-0.399, 3.305, 1.303)  -1.20
C (1.159, -0.937, -0.599)  0.65
C (2.731, 2.651, -0.336)  -0.62
C (-0.150, -2.706, -2.555)  0.19
C (-3.076, -0.984, 4.682)  -0.50
C (0.109, -3.412, -3.725)  -0.27
C (0.692, -0.594, -3.714)  -0.72
C (-3.738, 0.703, 6.279)  1.10
C (-0.203, -1.193, -2.595)  0.57
C (-0.638, 1.752, -1.774)  -1.28
C (3.387, 3.750, -1.179)  -1.39
H (3.203, 3.590, -2.238)  0.24
H (2.483, -2.081, -6.064)  0.35
H (-0.676, 0.771, 0.121)  0.01
H (2.243, -0.777, 1.218)  0.38
H (-3.166, -1.956, 4.226)  0.69
H (0.293, -2.879, -4.645)  0.49
H (3.411, -0.722, -6.707)  0.47
H (-0.655, -2.886, -0.469)  0.45
H (-5.256, 2.283, 8.674)  0.23
H (3.015, 2.784, 0.712)  0.57
H (0.324, -5.350, -4.633)  0.46
H (3.548, 1.203, -3.505)  0.23
H (2.318, 1.431, -4.761)  0.34
H (1.706, -0.507, -6.290)  0.38
H (5.117, -1.079, -4.799)  0.44
H (-2.621, 2.531, 6.199)  0.38
H (0.828, 3.184, -2.378)  0.50
H (0.038, 2.580, 1.985)  0.20
H (4.015, 1.220, -5.209)  0.56
H (1.455, 1.542, -2.156)  0.01
H (-0.621, -5.338, -0.473)  0.49
H (2.229, -1.564, -2.859)  0.44
H (1.403, 0.740, 0.759)  0.76
H (-1.344, 2.508, -1.430)  0.76
H (1.381, 4.340, 0.748)  0.65
H (-3.506, 2.410, 8.369)  0.37
H (-1.228, -0.904, -2.862)  0.80
H (4.547, -1.080, -3.127)  0.40
H (-1.284, 2.864, 0.853)  0.21
H (-0.713, 4.175, 1.876)  0.58
H (-0.864, 1.532, -2.818)  0.59
H (4.461, 3.742, -1.012)  0.45
H (3.005, 4.731, -0.905)  0.37
H (-5.908, -3.058, 6.337)  0.22
H (-1.860, 0.136, -1.023)  0.27
H (-4.199, -3.266, 5.880)  0.37
H (-4.673, 3.078, 7.191)  0.37
H (4.130, -2.416, -4.203)  0.42
H (0.135, 4.367, -0.501)  0.16
H (-1.170, 1.798, 4.363)  0.45
H (3.116, 1.679, -0.663)  0.32
H (-5.368, -2.616, 4.697)  0.36

## Properties
LUMO energy = 0.66 eV
Relative energy (zero: lowest compared OMol25 entry of this formula, charge and spin) = 0.0 kcal per mole
Total charge = 0
HOMO-LUMO gap = 8.7598 eV
Multiplicity = 1
Strongest force on any atom = 0.0209 hartree/bohr


Question: strongest force on any atom of number 1 (C30H42BrClHgN2P2)?
Answer: 0.1050 hartree/bohr